Entry from the Open Molecules 2025 dataset: 3 unconnected molecules or ions with the total composition C4H3NO2 in a non-equilibrium geometry (wB97M-V/def2-TZVPD).

Each line ends with the Mulliken charge.
Positions of all 10 atoms, in Å:
C  3.14  1.35  0.06  0.0215
C  3.46  2.46  0.62  -0.0540
C  -4.48  -1.75  -0.19  0.6830
C  3.74  0.51  -0.67  -0.0098
N  0.49  0.18  0.19  -0.7163
O  -3.97  -1.51  0.81  -0.3511
O  -5.01  -1.96  -1.18  -0.3367
H  1.11  0.70  0.87  0.2473
H  0.55  0.74  -0.64  0.2679
H  0.98  -0.72  0.14  0.2482

Values from the calculation:
E_LUMO: -2.1 eV
2S+1: 1
Energy relative to the best compared isomer or geometry (same formula, charge and spin): 159.21 kcal per mole
HOMO-LUMO gap: 8.2093 eV
Energy: -359.21664 Ha
E_HOMO: -10.31 eV